# 1
ORCA calculation (ωB97M-V with the def2-TZVPD basis set) on C22H28ClNSr as an isolated structure at a distorted geometry.

```
53
C22H28ClNSr (ωB97M-V with the def2-TZVPD basis set)
Sr -1.153 1.470 0.437
Cl 0.027 1.011 2.640
N 1.178 -0.142 0.276
C 0.639 -1.221 -0.345
C 1.228 -2.534 -0.362
C -1.132 -2.224 -1.817
C -2.382 -2.099 -2.637
C 3.055 1.182 1.502
C -1.270 4.034 -0.550
C 3.567 -0.490 -0.129
C -0.599 -1.144 -1.102
C 0.467 2.584 -1.079
C 0.729 3.168 0.220
C -3.671 0.815 0.175
C -3.830 2.245 0.066
C -3.249 0.519 1.527
C 0.695 -3.622 -1.055
C 2.523 -0.162 0.943
C 2.525 -1.083 2.165
C -0.487 -3.471 -1.784
C -0.782 3.127 -1.552
C 1.398 -4.953 -1.017
C -3.500 2.830 1.330
C -3.139 1.777 2.235
C -0.348 4.053 0.546
H 1.536 2.854 0.901
H -2.691 1.912 3.245
H 1.685 -5.268 -2.024
H 2.163 -2.095 2.003
H -1.340 2.760 -2.443
H -2.786 -1.087 -2.601
H -2.171 -2.347 -3.683
H -3.693 0.088 -0.672
H 0.746 -5.722 -0.596
H 1.900 -0.673 2.965
H -0.486 4.552 1.530
H -3.436 3.914 1.558
H -3.147 -2.796 -2.279
H -1.125 -0.176 -1.187
H -4.049 2.790 -0.877
H 2.304 -4.916 -0.409
H 3.259 1.930 0.729
H -0.894 -4.322 -2.329
H 3.580 0.287 -0.907
H 3.441 -1.434 -0.653
H -2.251 4.552 -0.573
H 3.543 -1.159 2.557
H 2.153 -2.709 0.170
H -2.816 -0.454 1.869
H 1.032 1.733 -1.521
H 4.562 -0.509 0.321
H 4.038 1.003 1.965
H 2.453 1.620 2.302
```

Charge   -2
Frontier orbital gap   5.25 eV


# 2
ORCA calculation (ωB97M-V with the def2-TZVPD basis set) on a 2-piece molecular cluster, C5H14 overall at a distorted geometry.

```
19
C5H14 (ωB97M-V with the def2-TZVPD basis set)
C 0.005 1.611 -0.667
C 0.928 2.475 -1.422
C 0.313 1.187 0.871
C -0.543 -1.992 -0.069
C -0.630 -2.814 1.174
H -0.079 0.542 -1.178
H -0.559 0.448 1.125
H -0.264 -2.665 -0.931
H 1.819 2.087 -1.636
H 0.063 2.010 1.429
H -0.507 -2.320 2.185
H 1.153 3.466 -0.848
H 1.261 0.823 0.883
H 0.235 -3.536 1.059
H -1.398 -3.470 1.222
H 0.517 2.807 -2.292
H -1.450 -1.420 -0.284
H -1.059 2.024 -0.927
H 0.194 -1.264 0.306
```

2S+1   2
Charge   +1
Frontier orbital gap (spin up / spin down)   11.78 / 4.05 eV
ΔE to the lowest compared entry with this formula, charge and spin   42.2 kcal per mole


Question: The highest charge belongs to which entry?
Answer: C5H14


What did the second record say?
ORCA calculation (ωB97M-V with the def2-TZVPD basis set) on a 2-piece molecular cluster, C5H14 overall at a distorted geometry.

```
19
C5H14 (ωB97M-V with the def2-TZVPD basis set)
C 0.005 1.611 -0.667
C 0.928 2.475 -1.422
C 0.313 1.187 0.871
C -0.543 -1.992 -0.069
C -0.630 -2.814 1.174
H -0.079 0.542 -1.178
H -0.559 0.448 1.125
H -0.264 -2.665 -0.931
H 1.819 2.087 -1.636
H 0.063 2.010 1.429
H -0.507 -2.320 2.185
H 1.153 3.466 -0.848
H 1.261 0.823 0.883
H 0.235 -3.536 1.059
H -1.398 -3.470 1.222
H 0.517 2.807 -2.292
H -1.450 -1.420 -0.284
H -1.059 2.024 -0.927
H 0.194 -1.264 0.306
```

2S+1   2
Charge   +1
Frontier orbital gap (spin up / spin down)   11.78 / 4.05 eV
ΔE to the lowest compared entry with this formula, charge and spin   42.2 kcal per mole